# 1
{
  "formula": "C12H36CaFO6",
  "method": "the ωB97M-V functional and the def2-TZVPD basis",
  "spin_multiplicity": 2,
  "de_lowest_kj_mol": 170.5,
  "s_squared": 0.7545,
  "total_charge": 2,
  "homo_energy_ev": [-15.47, -15.39],
  "fmax_ev_per_a": 4.3,
  "gap_ev": [8.29, 3.62],
  "species": ["Ca", "F", "C", "C", "O", "H", "H", "H", "H", "H", "H", "C", "C", "O", "H", "H", "H", "H", "H", "H", "C", "C", "O", "H", "H", "H", "H", "H", "H", "C", "C", "O", "H", "H", "H", "H", "H", "H", "C", "C", "O", "H", "H", "H", "H", "H", "H", "C", "C", "O", "H", "H", "H", "H", "H", "H"],
  "xyz": [[2.346090, 1.656914, 0.401152], [0.153989, 0.796628, 0.147718], [0.119156, 0.902026, -4.699116], [-0.166634, 0.037925, -3.486624], [0.851599, -0.049695, -2.531459], [0.381013, 1.875078, -4.283534], [-0.790605, 1.059329, -5.278502], [1.010098, 0.538835, -5.211371], [-0.395013, -0.982728, -3.793555], [-0.998635, 0.545834, -2.998864], [0.398054, -0.018923, -1.685916], [0.509402, -3.986184, 0.644486], [0.718512, -2.704848, -0.179418], [-0.445539, -1.961317, -0.021710], [-0.365173, -4.495719, 0.240023], [0.477857, -3.902863, 1.730837], [1.439604, -4.496843, 0.395413], [0.884056, -2.838047, -1.248511], [1.524054, -2.163188, 0.316367], [-0.342737, -1.140622, 0.465606], [3.081740, 3.321243, -3.207211], [1.854790, 3.831294, -2.391938], [1.501028, 2.894851, -1.435470], [2.790427, 2.372036, -3.656909], [3.996114, 3.153773, -2.638015], [3.251481, 4.038119, -4.010559], [1.129588, 4.021768, -3.183075], [2.132457, 4.798575, -1.973177], [0.545902, 2.808217, -1.392692], [2.450298, -1.987897, 3.275368], [2.453656, -0.419852, 3.159176], [2.143411, -0.185223, 1.792787], [2.385349, -2.194283, 4.343675], [3.315416, -2.535904, 2.902072], [1.539603, -2.379138, 2.821857], [3.320845, 0.162250, 3.471023], [1.759134, -0.024019, 3.900151], [1.238522, -0.451958, 1.614930], [-4.852271, 0.643202, -0.787849], [-3.339427, 0.133014, -0.624653], [-2.561787, 1.317458, -0.484105], [-5.058539, 1.248842, 0.094612], [-5.665875, -0.079399, -0.724538], [-4.924591, 1.159286, -1.745203], [-3.023027, -0.411052, -1.514582], [-3.072793, -0.598052, 0.138598], [-1.623893, 1.117121, -0.526714], [-1.711542, -0.717940, 4.803231], [-1.809229, -0.507647, 3.237628], [-0.571866, 0.113030, 2.743721], [-1.413072, 0.227157, 5.256873], [-0.953050, -1.472459, 5.011779], [-2.677483, -0.840235, 5.293229], [-2.705155, 0.065952, 3.000152], [-1.739814, -1.466618, 2.724169], [-0.495496, 0.172894, 1.788636]],
  "forces_ev_per_angstrom": [[-1.2610, -0.7143, -0.5149], [0.4219, 0.6826, -0.2109], [0.8275, 0.3293, 1.1973], [-0.8748, -0.1963, -0.7793], [1.1243, 0.5187, 0.5069], [0.1139, 0.3327, -0.1917], [0.3282, -0.4072, -0.3490], [-0.4064, -0.0225, -0.5272], [-0.5553, 0.0130, -0.0472], [-0.7552, -0.3573, 0.0531], [0.2724, -0.2659, 0.3268], [1.2065, -0.0694, -1.7133], [0.0198, -0.4066, 2.0783], [-2.4340, 1.6036, -0.3946], [0.1739, -0.2679, 0.2589], [-0.2482, 0.4766, -0.1993], [-0.1940, -0.9763, 0.2351], [0.2722, -0.3533, 0.1896], [0.5659, 0.0284, -0.5574], [0.4161, -0.1910, -0.2511], [-1.0768, -0.1497, 0.2905], [2.7621, 1.4343, -2.7485], [-0.6262, -1.0713, 1.7941], [0.1176, -0.0510, -0.1190], [0.0108, 0.2653, 0.1436], [0.2772, -0.0499, 0.0943], [-0.6828, -0.2837, 0.5724], [-0.3272, -0.0263, 0.4387], [-0.2020, -0.1217, -0.0423], [0.4130, 1.2162, 1.3871], [0.1109, -2.2688, 1.2011], [0.4287, 2.1350, -0.9937], [-0.0010, -0.3206, 0.0345], [0.0225, 0.4070, -0.2596], [0.0018, 0.1662, -0.0369], [0.7750, -0.6273, -0.7081], [-0.9434, -0.0206, -0.7225], [-0.3276, -0.2978, 0.3632], [1.4381, -0.8363, 0.9323], [-2.9393, 3.0731, -0.4410], [-1.9867, -1.5185, -0.3335], [0.1322, 0.6234, -0.3182], [0.6147, -0.6674, -0.2874], [-0.0056, 0.2563, 0.2952], [0.7635, -0.3895, -0.7153], [0.3411, -0.3973, 0.7031], [2.0884, -0.4799, 0.4343], [0.2944, 1.2009, -1.4963], [1.2235, -0.7876, 0.7976], [-0.0357, 0.5004, 1.1428], [0.4887, 0.1277, -0.1781], [-0.3909, -0.0713, 0.2657], [-0.0226, -0.8342, -0.4131], [0.1243, 0.1180, -0.2429], [-1.0361, -0.2774, 0.1992], [-0.8386, 0.2674, -0.1435]],
  "mulliken_spin": [0.000, 0.004, 0.000, 0.000, 0.001, 0.000, 0.000, 0.000, 0.001, 0.000, 0.000, 0.003, 0.001, 0.011, 0.000, 0.000, 0.000, 0.000, 0.000, -0.001, 0.000, 0.000, 0.000, 0.000, 0.000, 0.000, 0.000, 0.000, 0.000, 0.000, 0.000, 0.000, 0.000, 0.000, 0.000, 0.000, 0.000, 0.000, 0.000, 0.101, 0.686, 0.006, 0.000, 0.004, 0.106, 0.083, -0.007, 0.000, 0.000, 0.001, 0.000, 0.000, 0.000, 0.000, 0.000, 0.001]
}

=====

# 2
{
  "formula": "C6H13NO2PS",
  "method": "the ωB97M-V functional and the def2-TZVPD basis",
  "spin_multiplicity": 1,
  "de_lowest_kj_mol": 529.2,
  "total_charge": 1,
  "homo_energy_ev": [-13.28, -13.28],
  "fmax_ev_per_a": 6.2,
  "gap_ev": [7.38, 7.38],
  "species": ["C", "C", "C", "C", "C", "C", "N", "O", "O", "P", "S", "H", "H", "H", "H", "H", "H", "H", "H", "H", "H", "H", "H", "H"],
  "xyz": [[-0.655850, -0.233126, 0.062837], [-0.180484, -1.032328, 1.238881], [-1.458110, -0.553811, -2.357759], [-2.995487, -1.040565, -0.304359], [2.404692, 2.459199, 1.735750], [-1.743890, -0.252581, -0.824732], [1.048801, 0.780866, -0.529070], [1.163680, -0.756291, 1.510396], [2.950563, 1.137534, 1.452345], [2.116549, 0.154610, 0.526665], [3.497997, -1.274011, -0.117310], [-0.910482, -0.881623, 2.117448], [-0.058284, -2.111563, 0.783044], [-2.346152, -1.036431, -2.695616], [-0.500137, -1.211438, -2.536702], [-1.386431, 0.417096, -2.830193], [-2.600148, -2.013206, -0.091755], [-3.645372, -0.916497, -1.111074], [-3.333431, -0.345414, 0.454628], [3.123592, 3.087824, 1.472794], [1.943812, 2.577908, 2.795163], [1.570833, 2.638352, 1.162401], [-2.085661, 0.915364, -0.869462], [4.079400, -0.509866, -1.044322]],
  "forces_ev_per_angstrom": [[5.8760, 1.5981, -1.2323], [-0.0310, -0.3986, -1.5362], [2.4899, -0.4400, 0.6973], [2.5565, 2.2751, 0.2351], [-2.6621, -2.4758, 3.5028], [-1.6493, 2.2484, -0.5457], [-3.3957, -2.0314, 1.2090], [0.7273, 0.4977, 1.0990], [-0.8379, -0.5483, -0.6268], [-1.7345, -0.6100, 0.4815], [-0.4459, 0.1241, 0.4600], [1.3075, -0.6594, -1.0542], [-1.3400, 1.3867, 0.9463], [-0.4031, -0.5238, -0.4128], [-1.9834, 1.4189, 0.3577], [0.4446, -0.1609, -0.4225], [-0.8885, -0.7357, 0.5078], [-1.4125, -0.7099, -1.0487], [-0.5337, -1.0351, 0.9445], [3.0934, 2.9138, -0.4836], [1.6663, -0.5317, -1.4111], [-1.8113, 0.2820, -1.8509], [0.9753, -2.2010, 0.2914], [-0.0081, 0.3166, -0.1075]],
  "lowdin_charge": [0.113, -0.181, -0.004, -0.009, -0.050, -0.402, -0.078, -0.283, -0.275, 0.308, 0.620, 0.190, 0.209, 0.064, 0.133, 0.080, 0.093, 0.065, 0.095, 0.049, 0.144, 0.034, 0.232, -0.148]
}

=====

# 3
{
  "formula": "C3H6O2S",
  "method": "the ωB97M-V functional and the def2-TZVPD basis",
  "spin_multiplicity": 1,
  "de_lowest_kj_mol": 163.3,
  "homo_energy_ev": -9.09,
  "fmax_ev_per_a": 3.1,
  "gap_ev": 10.00,
  "species": ["C", "C", "C", "H", "H", "H", "H", "H", "H", "O", "O", "S"],
  "xyz": [[1.080228, 0.414214, 0.985007], [-0.634147, 0.696107, -1.166461], [-0.382614, -1.227706, 0.131786], [2.113502, 0.506941, 1.342294], [0.398202, 0.693681, 1.778417], [-1.510573, 1.039380, -0.565823], [-0.666756, 1.112901, -2.156735], [-0.462310, -2.314995, 0.052612], [-1.199772, -0.780765, 0.636180], [-0.482187, -0.728137, -1.256685], [0.897140, -0.976945, 0.676545], [0.849288, 1.565323, -0.457136]],
  "forces_ev_per_angstrom": [[0.2539, -0.3614, -0.4310], [0.5238, -0.0533, 0.5659], [1.6922, -0.6979, -2.4970], [-0.3441, 0.1204, -0.2135], [-0.2586, 0.0927, 0.1936], [0.3815, -0.6791, -0.4508], [-0.3375, -0.0654, -0.4540], [-0.1108, 0.2858, 0.0843], [-0.6792, 0.4853, 1.1052], [-0.1678, 1.0768, 1.9316], [-0.9583, 0.9769, -0.2002], [0.0050, -1.1808, 0.3659]],
  "lowdin_charge": [-0.455, -0.477, -0.206, 0.089, 0.078, 0.093, 0.067, 0.141, 0.113, -0.150, -0.141, 0.849]
}